{"formula": "C27H28N2SiV", "method": "ωB97M-V/def2-TZVPD", "orbital_gap_ev": [4.1, 4.1], "spin_multiplicity": 4, "s_squared": 3.77, "lumo_energy_ev": [-1.4, -1.5], "elements": ["C", "C", "C", "H", "C", "C", "H", "H", "H", "H", "V", "C", "H", "H", "H", "Si", "C", "C", "H", "C", "H", "C", "H", "C", "H", "C", "H", "C", "C", "H", "C", "H", "C", "H", "C", "H", "C", "H", "H", "H", "N", "C", "C", "C", "C", "C", "C", "C", "C", "N", "C", "H", "H", "H", "H", "H", "H", "H", "H"], "coordinates": [[0.7036, -0.0292, 3.4000], [0.1712, -1.1153, 2.6263], [1.1797, -1.5179, 1.6859], [-0.7843, -1.6110, 2.7795], [2.3156, -0.6604, 1.8623], [2.0333, 0.2284, 2.9408], [2.7466, 0.9079, 3.4067], [0.2498, 0.4048, 4.2910], [1.1162, -2.3560, 0.9972], [3.2562, -0.7419, 1.3212], [0.5757, 0.4938, 1.2801], [-0.4283, 0.5747, -1.0814], [0.6459, 0.8061, -0.9195], [-0.8546, 1.3695, -1.6982], [-0.9983, 0.5821, -0.1181], [-0.5278, -1.1925, -1.7037], [-2.2453, -1.8030, -2.1285], [-2.7640, -2.8966, -1.4198], [-2.2289, -3.2986, -0.5600], [-3.9608, -3.4916, -1.8342], [-4.3526, -4.3541, -1.2916], [-4.6427, -2.9775, -2.9445], [-5.5625, -3.4524, -3.2753], [-4.1612, -1.8433, -3.6098], [-4.7106, -1.4291, -4.4546], [-2.9666, -1.2391, -3.1909], [-2.5835, -0.3508, -3.7001], [0.7041, -2.2725, -2.6545], [0.2548, -3.2885, -3.5146], [-0.8116, -3.3997, -3.7304], [1.1639, -4.1849, -4.0906], [0.8067, -4.9861, -4.7449], [2.5307, -4.0540, -3.8269], [3.2385, -4.7651, -4.2506], [2.9903, -3.0040, -3.0242], [4.0623, -2.8814, -2.8522], [2.0824, -2.1093, -2.4473], [2.4423, -1.2820, -1.8316], [-0.3602, -1.8598, -0.3857], [-0.2850, -0.1755, -2.8831], [-1.1078, 1.5065, 2.0977], [-0.7332, 2.8256, 2.5744], [-1.5172, 3.5685, 3.4421], [-1.0122, 4.7964, 3.9217], [0.2386, 5.2598, 3.5372], [1.0597, 4.5139, 2.6484], [2.3753, 4.8614, 2.2819], [3.1170, 3.9915, 1.5046], [2.5855, 2.7661, 1.1040], [1.3099, 2.4139, 1.4194], [0.5316, 3.2825, 2.1582], [-1.6037, 0.9816, 2.8203], [-1.8572, 1.6248, 1.4116], [-2.4955, 3.1917, 3.7564], [-1.6215, 5.3845, 4.6147], [0.6246, 6.2085, 3.9199], [2.7782, 5.8096, 2.6360], [4.1326, 4.2290, 1.2051], [3.1541, 2.0404, 0.5223]], "nbo_charge": [-0.337, -0.368, -0.302, 0.246, -0.377, -0.273, 0.235, 0.233, 0.280, 0.248, 0.957, -1.083, 0.210, 0.262, 0.153, 1.229, -0.352, -0.233, 0.213, -0.225, 0.204, -0.227, 0.205, -0.224, 0.205, -0.222, 0.226, -0.290, -0.253, 0.213, -0.208, 0.203, -0.253, 0.203, -0.214, 0.197, -0.270, 0.183, -0.305, -0.350, -0.823, 0.123, -0.205, -0.194, -0.175, -0.095, -0.114, -0.250, 0.078, -0.472, 0.210, 0.400, 0.405, 0.230, 0.230, 0.225, 0.228, 0.236, 0.226]}

{"formula": "C27H28N3O4Rb", "method": "ωB97M-V/def2-TZVPD", "orbital_gap_ev": 3.6, "total_charge": -2, "lumo_energy_ev": 3.8, "elements": ["Rb", "O", "C", "C", "C", "C", "C", "C", "C", "N", "C", "C", "N", "C", "C", "C", "C", "C", "C", "C", "O", "H", "H", "H", "H", "H", "H", "H", "H", "H", "H", "H", "H", "H", "H", "N", "C", "O", "C", "C", "H", "H", "H", "H", "H", "H", "C", "C", "O", "C", "C", "C", "C", "C", "C", "H", "H", "H", "H", "H", "H", "H", "H"], "coordinates": [[-0.6064, 0.0701, -0.7166], [-2.9075, 0.8917, -2.4338], [-3.6190, -0.1514, -2.3044], [-5.0203, -0.0962, -2.0054], [-5.7807, -1.2272, -1.8216], [-5.2196, -2.5035, -1.9268], [-3.8729, -2.6043, -2.2346], [-3.0766, -1.4819, -2.4443], [-1.7068, -1.6200, -2.9564], [-0.7546, -2.3736, -2.5752], [-0.8808, -3.1274, -1.3432], [0.5068, -3.4122, -0.7597], [1.3064, -2.2141, -0.5843], [1.4661, -1.7298, 0.5802], [0.8850, -2.2157, 1.8591], [1.6959, -2.8850, 2.7625], [1.2050, -3.3902, 3.9612], [-0.1436, -3.1932, 4.2534], [-0.9646, -2.5012, 3.3883], [-0.5016, -1.9551, 2.1507], [-1.2575, -1.2874, 1.3724], [-5.4677, 0.8885, -1.9183], [-6.8373, -1.1275, -1.5878], [-5.8234, -3.3911, -1.7793], [-3.4313, -3.5875, -2.3614], [-1.4812, -0.9835, -3.8180], [-1.4868, -2.5995, -0.5964], [-1.3487, -4.1001, -1.5337], [0.3689, -3.9606, 0.1807], [1.0468, -4.0439, -1.4721], [2.1330, -0.8609, 0.6410], [2.7437, -3.0264, 2.5106], [1.8547, -3.9183, 4.6496], [-0.5516, -3.5851, 5.1814], [-2.0107, -2.3468, 3.6326], [1.1480, 3.1192, -4.1926], [0.5712, 2.5303, -3.0886], [0.7297, 1.3494, -2.8706], [-0.1880, 3.4764, -2.1912], [0.5903, 3.7573, -0.8969], [1.5825, 2.5080, -4.8628], [0.8771, 4.0356, -4.4941], [-1.1362, 3.0009, -1.9268], [-0.3868, 4.4171, -2.7072], [0.1595, 4.6440, -0.4113], [1.6391, 3.9936, -1.1294], [0.0961, 3.3189, 2.2697], [1.0838, 2.8817, 1.2263], [0.5049, 2.6449, -0.0560], [2.3335, 2.3663, 1.4856], [2.9080, 2.3565, 2.8062], [4.1940, 1.9221, 3.0346], [5.0103, 1.4471, 2.0035], [4.4544, 1.3809, 0.7191], [3.1740, 1.8053, 0.4566], [-0.7427, 3.8255, 1.7836], [0.5479, 4.0200, 2.9800], [-0.3209, 2.4803, 2.8510], [2.3002, 2.6709, 3.6473], [4.5736, 1.9227, 4.0533], [6.0172, 1.0965, 2.1990], [5.0485, 0.9690, -0.0929], [2.7700, 1.7102, -0.5459]], "nbo_charge": [0.914, -0.793, 0.416, -0.334, -0.197, -0.365, -0.098, -0.314, 0.128, -0.457, -0.282, -0.253, -0.434, 0.133, -0.271, -0.167, -0.344, -0.225, -0.292, 0.396, -0.827, 0.192, 0.181, 0.184, 0.182, 0.177, 0.227, 0.183, 0.187, 0.180, 0.197, 0.191, 0.183, 0.179, 0.188, -0.841, 0.694, -0.607, -0.534, -0.026, 0.392, 0.378, 0.268, 0.189, 0.158, 0.166, -0.649, 0.035, -0.571, -0.079, -0.319, -0.197, -0.416, -0.200, -0.287, 0.195, 0.188, 0.188, 0.183, 0.177, 0.177, 0.180, 0.194]}

{"formula": "C27H28N4O2STa", "method": "ωB97M-V/def2-TZVPD", "orbital_gap_ev": 6.7, "total_charge": 3, "lumo_energy_ev": -11.0, "elements": ["Ta", "C", "C", "C", "C", "C", "C", "C", "C", "C", "C", "N", "C", "C", "C", "C", "C", "N", "H", "H", "H", "H", "H", "H", "H", "H", "H", "H", "H", "H", "H", "H", "H", "H", "H", "C", "C", "C", "C", "C", "C", "C", "S", "O", "O", "N", "C", "C", "C", "C", "C", "N", "H", "H", "H", "H", "H", "H", "H", "H", "H", "H", "H"], "coordinates": [[-0.8678, -0.3044, 0.3222], [1.5724, -3.3607, 1.3264], [0.5056, -3.6319, 0.2632], [-0.8960, -3.3922, 0.7532], [-1.3593, -4.0989, 1.8560], [-2.6823, -4.0170, 2.2521], [-3.6020, -3.2334, 1.5496], [-3.2096, -2.4973, 0.4546], [-4.2142, -1.7086, -0.3409], [-4.1938, -0.2179, -0.0190], [-1.8191, -2.5252, 0.0935], [-1.3591, -1.6822, -0.9660], [-1.6335, -1.4603, -2.2853], [-1.4591, -0.1498, -2.6053], [-1.5096, 0.6644, -3.7653], [-1.2134, 1.9511, -3.3648], [-0.9809, 1.9189, -1.9788], [-1.1253, 0.6738, -1.4910], [2.5671, -3.5498, 0.9251], [1.4429, -4.0195, 2.1833], [1.5350, -2.3349, 1.7043], [0.5637, -4.6876, -0.0159], [0.6865, -3.0788, -0.6587], [-0.6841, -4.7637, 2.3785], [-3.0218, -4.6015, 3.0979], [-4.6428, -3.2328, 1.8476], [-5.2054, -2.1022, -0.1188], [-4.0634, -1.8720, -1.4110], [-4.2958, -0.0309, 1.0491], [-5.0012, 0.3044, -0.5322], [-3.2751, 0.2764, -0.3796], [-1.9366, -2.2519, -2.9605], [-1.7418, 0.3282, -4.7653], [-1.1694, 2.8324, -3.9846], [-0.7278, 2.7449, -1.3295], [-0.3491, 4.6349, 7.1267], [-0.3557, 3.7556, 5.9211], [-0.5462, 4.3010, 4.6408], [-0.5775, 3.5016, 3.5246], [-0.4090, 2.1179, 3.7064], [-0.2174, 1.5337, 4.9702], [-0.1884, 2.3691, 6.0607], [-0.4969, 1.1138, 2.3679], [0.0117, -0.2644, 2.5659], [-1.8924, 0.8533, 1.7737], [0.1424, 1.5989, 0.9565], [1.4278, 1.1018, 0.6061], [2.6462, 1.7273, 0.6861], [3.7335, 1.0578, 0.1343], [3.5597, -0.1791, -0.4879], [2.3087, -0.7482, -0.5289], [1.2608, -0.1169, 0.0377], [-0.1518, 5.6731, 6.8709], [0.3844, 4.2963, 7.8571], [-1.3298, 4.5887, 7.6094], [-0.6677, 5.3707, 4.5326], [-0.7237, 3.9263, 2.5394], [-0.0878, 0.4651, 5.0774], [-0.0315, 1.9498, 7.0460], [2.7355, 2.7032, 1.1431], [4.7180, 1.5067, 0.1727], [4.3947, -0.6954, -0.9403], [2.1236, -1.7016, -1.0008]], "nbo_charge": [2.412, -0.605, -0.456, 0.078, -0.211, -0.059, -0.191, 0.052, -0.450, -0.574, -0.020, -0.717, 0.185, 0.008, -0.042, -0.261, 0.163, -0.657, 0.243, 0.241, 0.197, 0.276, 0.201, 0.255, 0.262, 0.258, 0.268, 0.223, 0.240, 0.273, 0.165, 0.276, 0.279, 0.284, 0.254, -0.663, 0.144, -0.197, -0.145, -0.410, -0.120, -0.210, 2.207, -0.880, -0.900, -0.915, 0.373, -0.234, -0.045, -0.223, 0.101, -0.582, 0.248, 0.255, 0.270, 0.256, 0.248, 0.254, 0.258, 0.274, 0.272, 0.277, 0.238]}

{"formula": "C27H28N6OPd", "method": "ωB97M-V/def2-TZVPD", "orbital_gap_ev": [7.5, 4.9], "spin_multiplicity": 3, "total_charge": 2, "s_squared": 2.07, "lumo_energy_ev": [-6.4, -8.8], "elements": ["Pd", "C", "C", "C", "C", "C", "C", "C", "N", "C", "N", "C", "C", "C", "C", "C", "C", "C", "N", "C", "C", "C", "C", "C", "C", "C", "H", "H", "H", "H", "H", "H", "H", "H", "H", "H", "H", "H", "H", "H", "H", "H", "H", "H", "H", "H", "H", "H", "O", "N", "N", "C", "C", "C", "N", "C", "C", "H", "H", "H", "H", "H", "H"], "coordinates": [[-1.5831, 2.0941, -0.6271], [-0.9566, -3.7750, 3.1795], [0.4733, -3.3226, 3.0154], [1.5122, -3.9690, 3.6721], [2.8313, -3.5703, 3.5178], [3.1376, -2.5188, 2.6695], [2.1235, -1.8583, 1.9951], [0.8006, -2.2503, 2.1832], [-0.2760, -1.6362, 1.4741], [-0.3743, -0.3915, 0.9703], [0.3795, 0.5508, 1.5383], [0.6325, 1.9412, 1.3170], [-0.0663, 2.7799, 0.4612], [0.2028, 4.1346, 0.3835], [1.2277, 4.6636, 1.1561], [1.9432, 3.8311, 2.0045], [1.6620, 2.4792, 2.1109], [2.4300, 1.6151, 3.0842], [-1.3043, -0.0915, 0.0442], [-1.8477, -0.9828, -0.8005], [-1.1830, -2.1889, -1.1933], [-1.7982, -3.0881, -2.0196], [-3.0854, -2.8167, -2.5021], [-3.7164, -1.6044, -2.2014], [-3.1252, -0.6601, -1.3927], [-3.8297, 0.6600, -1.1797], [-1.0178, -4.6007, 3.8843], [-1.3788, -4.1378, 2.2336], [-1.5998, -2.9746, 3.5551], [1.2772, -4.8033, 4.3214], [3.6201, -4.0852, 4.0512], [4.1665, -2.2208, 2.5159], [2.3756, -1.0743, 1.2897], [-1.0944, -2.2125, 1.3456], [0.9126, 0.1869, 2.3185], [-0.3799, 4.7747, -0.2626], [1.4590, 5.7198, 1.1045], [2.7358, 4.2457, 2.6153], [3.1687, 2.2122, 3.6124], [2.9663, 0.8039, 2.5863], [1.7732, 1.1785, 3.8451], [-0.1731, -2.3790, -0.8575], [-1.2860, -3.9967, -2.3070], [-3.5845, -3.5331, -3.1432], [-4.6890, -1.3938, -2.6281], [-4.7033, 0.7249, -1.8230], [-3.2146, 1.5247, -1.4930], [-4.1655, 0.7908, -0.1560], [-2.5817, 2.3206, 2.0110], [-2.6898, 2.6207, 0.9225], [2.1212, 1.2091, -5.6590], [1.3409, 1.4261, -4.5874], [0.1612, 0.6910, -4.3681], [-0.6138, 0.9774, -3.2789], [-0.3229, 1.9256, -2.3702], [0.8140, 2.6185, -2.5686], [1.6544, 2.4063, -3.6280], [1.8805, 0.5244, -6.3525], [2.9495, 1.7549, -5.8146], [-0.1476, -0.0802, -5.0625], [-1.5400, 0.4333, -3.1338], [1.0473, 3.3886, -1.8501], [2.5484, 3.0081, -3.7288]], "nbo_charge": [0.733, -0.649, -0.045, -0.165, -0.175, -0.190, -0.272, 0.166, -0.575, 0.653, -0.540, 0.020, -0.060, -0.291, -0.163, -0.218, 0.088, -0.677, -0.514, 0.181, -0.195, -0.202, -0.074, -0.200, 0.017, -0.596, 0.256, 0.213, 0.227, 0.234, 0.242, 0.237, 0.217, 0.430, 0.447, 0.244, 0.244, 0.237, 0.258, 0.224, 0.226, 0.241, 0.252, 0.248, 0.244, 0.269, 0.157, 0.250, -0.084, 0.209, -0.739, 0.258, -0.299, 0.055, -0.555, 0.072, -0.295, 0.412, 0.414, 0.236, 0.197, 0.224, 0.241]}